(1)
16
Properties=species:S:1:pos:R:3 method="wB97M-V/def2-TZVPD" s2=2.0086 charge=0 spin_multiplicity=3 energy_ha=-852.10391 e_lumo_ev="0.7 / -2.9" homo_lumo_gap_ev="5.7 / 6.6"
C 2.611 -0.365 -0.136
C 2.212 -1.647 -0.048
C 1.511 0.533 -0.144
C -1.456 1.395 -0.130
C -2.877 -0.578 0.240
N 0.353 -0.042 -0.254
N -2.368 0.670 -0.079
O 1.893 1.838 -0.180
O -0.720 2.320 -0.016
S 0.523 -1.666 -0.339
H 3.652 0.116 0.037
H 2.704 -2.555 0.019
H -3.348 -0.917 -0.750
H -2.009 -1.158 0.622
H -3.710 -0.357 1.127
H 1.031 2.414 0.030



(2)
14
Properties=species:S:1:pos:R:3 method="wB97M-V/def2-TZVPD" charge=+1 spin_multiplicity=1 energy_ha=-644.56653 e_lumo_ev="-4.4 / -4.4" homo_lumo_gap_ev="8.0 / 8.0" smiles=C#Cc1c[nH+]c(P)[nH]1
C -1.617 -3.201 0.651
C -1.352 -2.046 0.390
C -0.627 -0.919 0.104
C 1.029 -0.657 0.742
N 1.155 0.583 0.446
C 0.242 1.185 -0.292
P 0.247 2.948 -0.888
N -0.798 0.298 -0.466
H -2.075 -4.069 1.086
H 1.290 -1.278 1.527
H 2.103 1.097 0.657
H 0.394 2.561 -2.295
H 1.683 2.893 -0.860
H -1.674 0.604 -0.803



(3)
14
Properties=species:S:1:pos:R:3 method="wB97M-V/def2-TZVPD" charge=0 spin_multiplicity=1 energy_ha=-701.70029 e_lumo_ev=0.4 homo_lumo_gap_ev=9.0
C 2.296 1.038 -0.730
C -1.587 -1.064 0.250
C -2.646 -0.331 -0.106
C -0.665 -0.406 1.071
C 2.328 -0.403 -0.567
N 2.644 2.131 -0.721
N -1.041 0.785 1.257
S -2.551 1.314 0.486
H -1.689 -2.089 -0.182
H -3.596 -0.411 -0.658
H 2.693 -0.740 -1.549
H 1.262 -0.706 -0.237
H 2.943 -0.650 0.212
H -0.392 1.533 1.474



(4)
14
Properties=species:S:1:pos:R:3 method="wB97M-V/def2-TZVPD" charge=+1 spin_multiplicity=1 energy_ha=-357.88782 e_lumo_ev="-7.5 / -7.5" homo_lumo_gap_ev="6.8 / 6.8"
C -3.753 0.692 -4.289
C -1.369 -1.478 -1.094
C -1.687 -0.312 -1.630
C -0.157 0.087 -0.139
C 0.881 0.686 0.792
N -3.072 0.354 -3.432
N -0.452 -1.204 -0.103
N -0.853 0.665 -1.145
H -1.596 -2.439 -1.221
H 1.784 0.413 0.380
H 0.971 1.839 0.876
H 0.948 0.204 1.712
H -0.328 -2.058 0.384
H -1.080 1.661 -1.173



(5)
18
Properties=species:S:1:pos:R:3 method="wB97M-V/def2-TZVPD" charge=-1 spin_multiplicity=1 energy_ha=-659.32235 e_lumo_ev=3.1 homo_lumo_gap_ev=8.6 smiles="[H]/N=C(/NO)C(=O)/C([O-])=N/C(C)=O"
H 2.670 -2.195 0.057
N 3.065 -1.283 -0.074
C 2.135 -0.388 0.135
N 2.686 0.943 -0.008
O 3.959 0.853 -0.675
C 0.562 -1.056 0.399
O 0.592 -2.122 0.903
C -0.457 -0.066 -0.167
O -0.120 1.083 -0.530
N -1.621 -0.686 -0.354
C -2.897 -0.177 -0.447
C -3.167 0.818 0.643
O -3.792 -0.685 -1.117
H 2.267 1.620 -0.613
H 3.890 -0.062 -0.776
H -4.302 1.126 0.673
H -2.913 0.464 1.565
H -2.557 1.815 0.388



(6)
17
Properties=species:S:1:pos:R:3 method="wB97M-V/def2-TZVPD" charge=0 spin_multiplicity=1 energy_ha=-563.56068 e_lumo_ev=0.3 homo_lumo_gap_ev=8.6
C 1.763 1.701 -1.256
N 1.337 0.497 -1.999
N 0.899 -0.504 -1.536
C 0.475 -0.873 -0.217
N 1.099 -1.854 0.385
C 0.303 -2.100 1.492
C -0.812 -1.374 1.501
N -0.665 -0.484 0.457
C -1.497 0.526 0.132
O -1.149 1.398 -0.642
O -2.692 0.343 0.654
H 2.849 1.806 -1.290
H 1.293 1.869 -0.242
H 1.383 2.535 -1.836
H 0.537 -3.032 2.015
H -1.784 -1.521 2.112
H -3.338 1.068 0.268



(7)
18
Properties=species:S:1:pos:R:3 method="wB97M-V/def2-TZVPD" charge=0 spin_multiplicity=1 energy_ha=-961.66703 e_lumo_ev=-0.6 homo_lumo_gap_ev=8.1
C -2.997 -0.601 0.581
C -0.375 -0.721 -0.327
C 1.835 -0.816 -0.108
C 0.935 1.293 -0.150
C -0.346 0.675 -0.240
H -2.853 0.328 0.254
H -2.553 -0.638 1.581
H -4.230 -1.056 0.288
H 3.798 -1.289 0.022
H 2.917 -2.421 -0.261
H 2.242 2.710 -0.173
N 0.650 -1.447 -0.173
N 2.916 -1.559 0.040
N 1.948 0.439 -0.022
N -1.539 1.455 -0.486
O 1.107 2.543 -0.205
O -1.523 2.689 -0.115
S -1.933 -1.586 -0.508



(8)
18
Properties=species:S:1:pos:R:3 method="wB97M-V/def2-TZVPD" charge=0 spin_multiplicity=1 energy_ha=-1284.69143 e_lumo_ev=-1.0 homo_lumo_gap_ev=8.1
C -3.953 0.447 -0.841
C 2.968 0.967 -0.748
C -0.177 1.008 0.070
C -1.245 0.679 -0.834
C 0.505 -0.176 0.806
N -4.823 0.579 -1.557
N 3.982 1.200 -0.226
N 0.098 -1.447 0.588
N 1.476 0.193 1.623
O -0.032 2.163 0.454
S -2.682 0.213 0.267
S 1.642 0.244 -1.405
H -1.083 0.042 -1.744
H -1.490 1.551 -1.342
H -0.647 -1.581 -0.089
H 0.307 -2.159 1.229
H 2.348 -0.296 1.998
H 1.808 1.055 1.349



(9)
17
Properties=species:S:1:pos:R:3 method="wB97M-V/def2-TZVPD" charge=0 spin_multiplicity=1 energy_ha=-522.62190 e_lumo_ev=0.3 homo_lumo_gap_ev=7.0
N -3.313 -0.860 -0.067
N -2.004 -1.258 -0.124
C -1.090 -0.329 -0.035
N -1.356 1.070 -0.014
C -0.402 1.957 -0.086
N 0.897 1.665 -0.037
C 1.258 0.345 -0.064
N 2.487 -0.229 -0.032
C 2.272 -1.574 -0.084
N 0.993 -1.825 0.018
C 0.277 -0.668 0.023
H -3.841 -1.644 0.122
H -3.502 0.005 0.396
H -0.760 3.031 -0.118
H 1.611 2.360 0.083
H 3.404 0.207 0.135
H 3.069 -2.253 -0.116